No. 1
# C3H6Cl2O

An isolated molecule of C3H6Cl2O at a distorted geometry (ωB97M-V with the def2-TZVPD basis set, OMol25).

For the LUMO energy, the calculation gives 0.0292 Eh. The SMILES is COCC(Cl)Cl. Its energy above the lowest of the compared OMol25 structures with the same formula, charge and spin is 21.3 kcal/mol. Its orbital gap is 10.92 eV. As for the highest occupied orbital energy: -10.1 eV.

Element x y z (Å)
1 C -1.459235 0.029846 -0.869490
2 O -0.618457 -0.860282 -0.291538
3 C 0.156135 -0.429663 0.818349
4 C 1.447514 0.168686 0.444698
5 Cl 1.279476 1.719482 -0.350579
6 Cl 2.383286 -0.903198 -0.679570
7 H -1.670068 0.878317 -0.261635
8 H -1.082956 0.593814 -1.765311
9 H -2.412128 -0.412024 -1.140145
10 H -0.424349 0.247489 1.425185
11 H 0.325521 -1.372501 1.346334
12 H 2.075266 0.340033 1.323701

Forces on atoms 1 to 3 (eV/Å):
-0.92 2.24 -1.97
1.23 -1.13 0.74
-1.31 -1.63 -0.76



No. 2
# C25H48N3O15P4S

A cluster of 4 separate species, C25H48N3O15P4S in total at a distorted geometry (ωB97M-V with the def2-TZVPD basis set, OMol25).

For the LUMO energy, the calculation gives -0.1816 Eh. The total charge is +1. Its orbital gap is 5.85 eV. As for the highest occupied orbital energy: -10.8 eV.

Element x y z (Å)
1 C 4.463985 -5.558973 1.199196
2 C 4.107918 -4.205373 0.925380
3 C 3.585292 -2.691725 0.442381
4 C 3.106998 -2.743873 -1.124789
5 C 1.971878 -1.637996 -1.544151
6 N 1.023898 -1.236757 -0.435862
7 C 0.951948 0.267385 -0.204113
8 C -0.162135 0.489127 0.991965
9 P -0.741176 2.157858 1.717351
10 O -1.624932 2.006993 3.242323
11 O -1.901900 2.843402 0.576812
12 S 0.699004 3.486216 1.876644
13 N -0.576318 -0.950565 1.298474
14 C -1.638675 -1.303307 2.349049
15 N -0.909022 -1.809364 3.579643
16 C 0.095749 -2.028822 0.458509
17 C -0.080348 -3.659432 0.429881
18 O -0.538630 -4.259922 1.692368
19 C -1.776173 -5.071848 1.482981
20 C -1.930859 -6.283189 0.387605
21 C -3.370466 -7.059670 0.237826
22 C -4.704182 -6.697946 1.129905
23 C -4.564558 -5.519456 2.268660
24 C -3.121817 -4.748626 2.412650
25 H 4.612367 -6.704726 1.449821
26 H 4.525070 -1.985887 0.506048
27 H 2.764022 -2.355582 1.205100
28 H 4.074363 -2.488180 -1.775453
29 H 2.749511 -3.801962 -1.473905
30 H 2.509152 -0.659187 -1.914149
31 H 1.316504 -2.036846 -2.452757
32 H 1.567599 1.087604 -0.791243
33 H -2.578240 1.798855 2.939149
34 H -2.543672 2.104190 0.362930
35 H -2.314140 -2.139104 1.833281
36 H -2.370015 -0.400076 2.560980
37 H 0.022850 -2.230364 3.287057
38 H -0.630110 -0.927156 4.098454
39 H -0.774038 -3.904168 -0.502743
40 H 0.983799 -4.120680 0.188778
41 H -1.011830 -6.582298 -0.309494
42 H -3.443395 -7.915037 -0.559627
43 H -5.763968 -7.228096 1.011244
44 H -5.431356 -5.173340 2.990823
45 H -3.016436 -3.878463 3.218492
46 C -3.665730 4.240808 6.588682
47 O -2.722345 5.275768 6.808686
48 P -2.865758 6.776570 5.960360
49 O -4.241367 7.019480 6.589782
50 O -3.061268 5.961764 4.530600
51 C -1.979000 5.212003 4.024317
52 O -3.009134 8.277468 5.111936
53 C -1.943125 8.608805 4.247598
54 H -4.018245 3.872501 7.557187
55 H -4.517373 4.555601 5.987153
56 H -3.156907 3.416870 6.081113
57 H -2.319508 4.192084 3.814637
58 H -1.143748 5.171213 4.733775
59 H -1.631081 5.660272 3.090577
60 H -2.037625 8.059804 3.308076
61 H -0.983453 8.383397 4.720051
62 H -1.991782 9.677293 4.025781
63 C -2.592784 3.273306 -2.493701
64 O -3.969185 3.168203 -2.171219
65 P -5.008162 2.158450 -3.116499
66 O -4.169667 0.928484 -2.753750
67 O -4.410431 2.829158 -4.509056
68 C -4.673295 4.189638 -4.773187
69 O -6.047242 1.148672 -4.061874
70 C -7.098217 1.800444 -4.742965
71 H -2.004340 3.126003 -1.582683
72 H -2.273026 2.560617 -3.252684
73 H -2.403093 4.287417 -2.855636
74 H -3.727118 4.701454 -4.980405
75 H -5.167747 4.681338 -3.926789
76 H -5.312579 4.272040 -5.655450
77 H -6.719459 2.274288 -5.651286
78 H -7.567659 2.546985 -4.096983
79 H -7.843448 1.055528 -5.031007
80 C 8.559633 -4.754125 -4.033089
81 O 8.845294 -3.828954 -2.997725
82 P 7.797149 -2.480104 -2.724547
83 O 6.628271 -3.426776 -2.432975
84 O 7.814968 -2.125040 -4.343175
85 C 9.024320 -1.697336 -4.929949
86 O 6.748969 -1.131116 -2.451373
87 C 7.319245 0.147638 -2.632517
88 H 8.622688 -5.768715 -3.627443
89 H 7.580900 -4.603694 -4.486607
90 H 9.328278 -4.652351 -4.803951
91 H 9.236377 -2.322185 -5.804445
92 H 9.864752 -1.766640 -4.228870
93 H 8.921620 -0.661091 -5.260875
94 H 7.366431 0.389884 -3.696530
95 H 8.319554 0.186020 -2.193314
96 H 6.682941 0.887225 -2.141227

Forces on atoms 1 to 3 (eV/Å):
-3.10 9.52 -2.02
1.80 -9.05 1.38
1.23 -1.57 0.28



No. 3
# C4H11N3

A cluster of 2 separate species, C4H11N3 in total at a distorted geometry (ωB97M-V with the def2-TZVPD basis set, OMol25).

For the LUMO energy (alpha / beta), the calculation gives -0.3459 / -0.3459 Eh. The total charge is +2. Its energy above the lowest of the compared OMol25 structures with the same formula, charge and spin is 84.2 kcal/mol. Its orbital gap (alpha / beta) is 7.57 / 7.57 eV. As for the highest occupied orbital energy (alpha / beta): -17.0 / -17.0 eV.

Element x y z (Å)
1 C -0.551171 -0.653405 -0.014609
2 C -1.406557 -0.519191 -0.852257
3 C 1.289054 1.618932 -0.316880
4 C 0.204971 -1.399392 0.897672
5 N 0.100367 -1.295588 2.231462
6 N -2.346771 -0.160666 -1.854983
7 N 1.820580 0.609454 0.528840
8 H 1.452353 2.670358 0.067761
9 H 1.555832 1.535187 -1.367790
10 H 0.210352 1.519668 -0.305499
11 H 0.933543 -2.078075 0.540533
12 H 0.463211 -2.083082 2.740845
13 H -0.475422 -0.544575 2.595775
14 H -2.755992 -0.885629 -2.500313
15 H -1.910131 0.403397 -2.529581
16 H -3.285338 0.258216 -1.436088
17 H 2.071780 0.895686 1.444554
18 H 2.629337 0.108704 0.130558

Forces on atoms 1 to 3 (eV/Å):
-1.73 -0.77 -1.08
-0.07 0.14 -0.18
-0.78 2.21 0.06